# C20H38BN3O10

A 4-piece molecular cluster, C20H38BN3O10 overall (ωB97M-V/def2-TZVPD, the Open Molecules 2025 dataset).

Last column: Löwdin charge in e.
Cartesian coordinates (Å):
C1 4.85 0.68 1.27  -0.051
C2 4.29 -0.18 0.12  -0.412
C3 5.39 -0.46 -0.92  -0.060
C4 3.10 0.50 -0.54  -0.147
C5 1.81 0.54 0.29  -0.329
C6 0.62 0.98 -0.60  -0.060
C7 1.45 -0.86 0.77  -0.124
O1 1.55 -1.78 -0.33  0.014
C8 1.22 -3.03 0.03  -0.134
C9 1.95 -3.94 0.67  -0.092
O2 3.21 -3.85 1.14  0.237
B1 4.24 -4.13 0.24  -0.760
O3 5.42 -4.62 0.75  0.202
O4 4.05 -3.96 -1.11  0.202
C10 1.10 -5.15 0.84  -0.356
O5 1.35 -6.11 1.50  0.209
O6 -0.05 -4.96 0.12  0.163
C11 -0.09 -3.63 -0.28  -0.342
O7 -1.03 -3.13 -0.79  0.194
H1 5.49 1.46 0.86  0.078
H2 5.41 0.05 1.96  0.077
H3 4.03 1.16 1.81  0.071
H4 4.03 -1.14 0.55  0.103
H5 4.95 -0.58 -1.91  0.076
H6 5.91 -1.39 -0.70  0.065
H7 6.13 0.34 -0.93  0.074
H8 3.39 1.53 -0.77  0.134
H9 2.86 -0.02 -1.47  0.110
H10 1.86 1.22 1.13  0.113
H11 0.68 2.02 -0.91  0.075
H12 0.63 0.31 -1.46  0.084
H13 -0.30 0.82 -0.04  0.045
H14 0.44 -0.86 1.18  0.139
H15 2.14 -1.17 1.56  0.132
H16 6.10 -3.93 0.84  0.111
H17 4.42 -3.13 -1.44  0.104
C12 -4.91 1.75 -2.02  -0.044
N1 -3.71 2.10 -1.28  -0.189
C13 -3.01 3.34 -1.59  -0.034
C14 -3.22 1.31 -0.31  -0.329
O8 -2.22 1.55 0.34  -0.017
H18 -4.69 1.67 -3.08  0.092
H19 -5.67 2.52 -1.88  0.094
H20 -5.31 0.80 -1.66  0.063
H21 -1.99 3.12 -1.90  0.090
H22 -2.97 3.97 -0.70  0.087
H23 -3.54 3.86 -2.38  0.086
H24 -3.81 0.39 -0.15  0.138
C15 -0.79 5.20 2.34  -0.052
N2 0.61 4.95 2.07  -0.193
C16 1.62 5.88 2.55  -0.040
C17 1.02 3.87 1.38  -0.342
O9 2.17 3.60 1.12  0.010
H25 -1.09 6.15 1.91  0.089
H26 -0.96 5.24 3.42  0.090
H27 -1.39 4.41 1.91  0.078
H28 2.19 6.29 1.72  0.092
H29 2.32 5.37 3.22  0.092
H30 1.13 6.69 3.09  0.084
H31 0.18 3.22 1.06  0.126
C18 -4.23 -3.38 -1.77  -0.048
N3 -5.45 -2.96 -1.12  -0.194
C19 -5.90 -3.64 0.09  -0.038
C20 -6.19 -1.94 -1.58  -0.383
O10 -7.22 -1.53 -1.08  0.005
H32 -4.31 -4.42 -2.09  0.093
H33 -3.39 -3.29 -1.09  0.064
H34 -4.04 -2.76 -2.64  0.085
H35 -6.89 -4.07 -0.07  0.092
H36 -5.96 -2.94 0.92  0.092
H37 -5.19 -4.43 0.33  0.087
H38 -5.77 -1.49 -2.50  0.126

Computed properties:
M ... 491.35 g/mol
Charge ... 0
E ... -1726.52501 hartree

=====

# C2H6OS

A 2-piece molecular cluster, C2H6OS overall (ωB97M-V/def2-TZVPD, the Open Molecules 2025 dataset).

Last column: Löwdin charge in e.
Cartesian coordinates (Å):
C1 -0.07 2.32 0.62  -0.001
C2 0.29 1.38 -0.23  -0.275
O1 0.54 1.71 -1.55  -0.033
H1 -0.23 2.06 1.65  0.043
H2 -0.16 3.40 0.44  0.067
H3 0.51 0.35 -0.02  0.101
H4 0.56 0.90 -2.08  0.096
S1 -0.33 -3.53 0.70  0.468
H5 0.33 -4.64 0.39  -0.240
H6 -1.44 -3.95 0.09  -0.227

Computed properties:
M ... 78.14 g/mol
Relative energy (zero: lowest compared OMol25 entry of this formula, charge and spin) ... 60.6 kJ/mol
Charge ... 0

=====

# C22H16F3N3O

One molecule with the formula C22H16F3N3O (ωB97M-V/def2-TZVPD, the Open Molecules 2025 dataset).

Last column: Löwdin charge in e.
Cartesian coordinates (Å):
O1 2.44 0.16 -1.80  0.086
C1 2.01 -0.44 -0.67  -0.202
C2 0.89 0.01 0.00  -0.138
C3 0.15 1.21 -0.54  -0.236
N1 -1.25 1.25 -0.16  0.068
C4 -2.16 0.30 -0.49  -0.249
C5 -1.90 -0.71 -1.43  -0.007
C6 -2.87 -1.63 -1.77  -0.063
C7 -4.13 -1.58 -1.20  -0.030
C8 -4.39 -0.59 -0.27  -0.131
C9 -5.73 -0.51 0.41  -0.585
F1 -6.25 0.74 0.38  0.135
F2 -6.66 -1.32 -0.12  0.137
F3 -5.66 -0.83 1.72  0.133
C10 -3.43 0.34 0.09  0.043
C11 0.79 2.51 -0.10  -0.163
C12 1.53 2.61 1.07  0.003
C13 2.05 3.85 1.41  -0.139
N2 1.87 4.95 0.69  0.056
C14 1.16 4.85 -0.42  -0.142
C15 0.60 3.66 -0.86  -0.005
C16 0.48 -0.66 1.17  -0.022
C17 1.16 -1.74 1.66  -0.026
C18 2.31 -2.21 1.00  -0.152
C19 3.08 -3.32 1.42  -0.007
C20 4.18 -3.69 0.69  -0.050
C21 4.50 -2.96 -0.46  -0.129
N3 3.82 -1.94 -0.89  0.109
C22 2.74 -1.56 -0.18  -0.152
H1 3.24 -0.33 -2.08  0.104
H2 0.21 1.17 -1.64  0.151
H3 -1.47 1.83 0.64  0.145
H4 -0.92 -0.78 -1.89  0.109
H5 -2.64 -2.39 -2.50  0.108
H6 -4.89 -2.30 -1.46  0.113
H7 -3.67 1.10 0.82  0.128
H8 1.71 1.75 1.69  0.112
H9 2.64 3.97 2.31  0.105
H10 1.04 5.76 -0.98  0.105
H11 0.03 3.63 -1.77  0.117
H12 -0.40 -0.30 1.68  0.121
H13 0.83 -2.23 2.56  0.112
H14 2.79 -3.85 2.32  0.118
H15 4.79 -4.53 0.99  0.102
H16 5.36 -3.24 -1.06  0.109

Computed properties:
M ... 395.38 g/mol
Charge ... 0
E ... -1387.11690 hartree

=====

# C12H17N

A 2-piece molecular cluster, C12H17N overall (ωB97M-V/def2-TZVPD, the Open Molecules 2025 dataset).

Last column: Löwdin charge in e.
Cartesian coordinates (Å):
C1 -0.98 -0.07 -3.21  -0.059
C2 -0.17 0.81 -2.42  -0.272
C3 0.00 2.09 -2.17  -0.030
N1 1.14 2.39 -1.25  0.089
C4 1.41 1.13 -0.70  -0.218
C5 2.00 0.74 0.52  -0.041
C6 2.35 -0.61 0.69  -0.113
C7 1.98 -1.56 -0.23  -0.109
C8 1.10 -1.16 -1.22  -0.071
C9 0.80 0.11 -1.55  -0.148
H1 -0.33 -0.80 -3.63  0.074
H2 -1.44 0.49 -4.02  0.088
H3 -1.68 -0.71 -2.68  0.099
H4 -0.47 2.96 -2.64  0.121
H5 1.43 3.26 -0.84  0.136
H6 2.29 1.45 1.37  0.126
H7 2.93 -1.00 1.56  0.113
H8 2.51 -2.41 -0.33  0.071
H9 0.83 -1.92 -1.99  0.126
C10 -1.59 0.57 1.50  -0.115
C11 -1.78 -0.92 1.98  -0.350
C12 -1.00 -1.12 3.24  -0.166
H10 -0.94 0.50 0.60  0.044
H11 -2.50 1.25 1.22  0.090
H12 -1.15 1.10 2.37  0.064
H13 -2.88 -1.08 2.00  0.094
H14 -1.49 -1.73 1.23  0.108
H15 -1.02 -2.26 3.44  0.090
H16 0.03 -0.78 2.93  0.078
H17 -1.38 -0.71 4.22  0.079

Computed properties:
M ... 175.28 g/mol
Relative energy (zero: lowest compared OMol25 entry of this formula, charge and spin) ... 254.7 kJ/mol
Charge ... 0